ORCA calculation (ωB97M-V with the def2-TZVPD basis set) on a cluster of 7 separate species, C5H24O7 in total.

Last column: Mulliken charge in e.
CARTESIAN COORDINATES (ANGSTROEM)
C1 -13.445 -0.951 -18.468  -0.0015
O1 -13.864 -0.968 -17.121  -0.5912
H1 -13.864 -1.779 -19.039  -0.0859
H2 -13.706 -0.019 -18.970  0.2404
H3 -12.359 -1.041 -18.441  0.1457
H4 -14.810 -1.130 -17.097  0.3103
C2 -10.048 0.363 -22.018  -0.6282
O2 -10.044 -0.154 -20.700  -0.5292
H5 -11.033 0.376 -22.485  0.1911
H6 -9.743 1.409 -22.053  0.3104
H7 -9.459 -0.275 -22.678  0.2917
H8 -9.154 -0.195 -20.344  0.2789
C3 -14.945 -0.408 -22.239  -0.4522
O3 -15.408 -0.860 -20.967  -0.5304
H9 -15.005 0.678 -22.311  0.3013
H10 -13.946 -0.828 -22.354  0.0773
H11 -15.459 -0.886 -23.072  0.2788
H12 -15.264 -1.808 -20.992  0.4591
C4 -12.186 -5.485 -20.325  -0.6756
O4 -12.366 -4.286 -19.660  -0.5353
H13 -12.310 -5.380 -21.402  0.2979
H14 -11.110 -5.639 -20.234  0.3197
H15 -12.736 -6.300 -19.854  0.2392
H16 -12.067 -3.542 -20.188  0.5134
C5 -14.746 -4.149 -22.291  -0.4510
O5 -14.641 -3.530 -20.999  -0.5841
H17 -15.352 -3.613 -23.022  0.2694
H18 -13.725 -4.276 -22.650  -0.0167
H19 -15.200 -5.138 -22.228  0.2882
H20 -13.893 -3.953 -20.572  0.3116
O6 -11.807 -2.144 -23.945  -0.5693
H21 -12.116 -3.014 -24.200  0.2387
H22 -11.814 -1.639 -24.758  0.2729
O7 -11.816 -2.175 -21.141  -0.5796
H23 -11.736 -2.193 -22.094  0.1504
H24 -11.290 -1.423 -20.870  0.4436

HOMO-LUMO gap (hartree): 0.3418
Energy above the lowest of the compared OMol25 structures with the same formula, charge and spin (kcal/mol): 47.47
Charge: 0
LUMO (eV): 0.0

ORCA calculation (ωB97M-V with the def2-TZVPD basis set) on a structure of composition C24H18N5OZn.

Last column: Mulliken charge in e.
CARTESIAN COORDINATES (ANGSTROEM)
Zn1 -0.052 0.103 0.103  0.1512
C1 -3.164 -2.909 1.586  -0.7139
C2 -4.144 -2.630 0.647  -0.4011
C3 -4.042 -1.475 -0.113  -0.7018
C4 -2.967 -0.626 0.109  0.7661
N1 -1.994 -0.926 0.982  -0.1152
C5 -2.090 -2.041 1.696  -0.1335
C6 -2.851 0.727 -0.489  0.7344
C7 -3.943 1.460 -0.930  -0.8701
C8 -3.759 2.803 -1.225  -0.6468
C9 -2.529 3.396 -0.996  -0.8750
C10 -1.480 2.599 -0.552  0.9905
N2 -1.644 1.286 -0.393  0.2010
C11 -0.183 3.128 -0.071  0.5474
C12 0.345 4.345 -0.475  -0.7557
C13 1.540 4.767 0.088  -0.4132
C14 2.161 3.958 1.025  -0.6482
C15 1.569 2.749 1.355  -0.1419
N3 0.419 2.344 0.831  -0.1115
H1 -3.223 -3.793 2.205  0.4355
H2 -4.983 -3.300 0.511  0.4606
H3 -4.786 -1.245 -0.864  0.3956
H4 -1.276 -2.243 2.382  0.4122
H5 -4.922 1.009 -0.996  0.3211
H6 -4.596 3.401 -1.558  0.4507
H7 -2.401 4.461 -1.115  0.3567
H8 -0.149 4.943 -1.228  0.3589
H9 1.978 5.712 -0.201  0.4442
H10 3.098 4.244 1.481  0.4332
H11 2.039 2.080 2.065  0.4196
O1 1.739 0.423 -0.392  -0.9481
C16 2.782 -0.347 -0.204  0.3101
C17 4.056 0.246 -0.090  -0.2530
C18 5.185 -0.511 0.117  -0.5489
C19 5.097 -1.901 0.217  -0.7946
C20 3.870 -2.505 0.092  -0.7471
C21 2.700 -1.756 -0.124  0.0833
C22 1.436 -2.422 -0.367  1.1032
N4 0.246 -1.859 -0.607  -0.0624
C23 -0.620 -2.882 -0.939  -0.3860
C24 0.031 -4.066 -0.889  -0.8233
N5 1.316 -3.766 -0.510  -0.0555
H12 4.115 1.324 -0.179  0.4719
H13 6.150 -0.027 0.200  0.4005
H14 5.983 -2.499 0.378  0.4017
H15 3.817 -3.585 0.163  0.2944
H16 -1.636 -2.692 -1.242  0.5828
H17 -0.296 -5.071 -1.089  0.4629
H18 2.056 -4.433 -0.397  0.1570

HOMO-LUMO gap (hartree): 0.2433
Charge: +1
LUMO (eV): -3.4

ORCA calculation (ωB97M-V with the def2-TZVPD basis set) on a structure of composition C31H56CrN9Si.

Last column: Mulliken spin population.
CARTESIAN COORDINATES (ANGSTROEM)
Cr1 -0.603 -0.023 -0.083  4.0068
C1 3.454 1.336 3.499  -0.0014
N1 2.697 0.592 2.510  0.0052
C2 3.469 -0.448 1.871  -0.0009
C3 1.617 1.184 1.880  0.0077
N2 1.313 1.074 0.618  -0.0969
C4 2.292 0.929 -0.354  0.0891
C5 3.499 1.623 -0.254  0.0053
C6 4.519 1.418 -1.166  0.0009
C7 4.347 0.496 -2.183  -0.0004
C8 3.116 -0.116 -2.354  0.0112
C9 2.043 0.152 -1.503  0.0762
N3 0.769 -0.378 -1.728  -0.1288
C10 0.328 -0.522 -2.960  0.0020
N4 -0.631 -1.476 -3.232  -0.0120
C11 -0.811 -2.500 -2.235  0.0462
C12 -1.847 -1.029 -3.893  0.0026
N5 0.753 0.170 -4.051  0.0019
C13 0.807 -0.438 -5.362  0.0007
C14 1.342 1.485 -3.998  -0.0032
N6 0.779 1.892 2.700  0.0002
C15 -0.124 2.846 2.092  0.0285
C16 0.323 1.339 3.956  0.0009
H1 4.369 1.744 3.053  0.0003
H2 3.746 0.676 4.319  0.0002
H3 2.861 2.156 3.891  0.0005
H4 4.333 -0.054 1.327  -0.0001
H5 2.857 -0.997 1.160  -0.0023
H6 3.831 -1.136 2.640  0.0000
H7 3.625 2.340 0.547  -0.0005
H8 5.442 1.967 -1.069  0.0001
H9 5.154 0.283 -2.867  0.0002
H10 2.971 -0.814 -3.165  0.0005
H11 0.144 -2.993 -2.059  0.0006
H12 -1.519 -3.239 -2.603  0.0008
H13 -1.167 -2.075 -1.281  -0.0361
H14 -1.616 -0.537 -4.832  0.0005
H15 -2.408 -0.328 -3.268  0.0040
H16 -2.466 -1.896 -4.108  0.0019
H17 0.499 -1.481 -5.316  0.0002
H18 1.837 -0.393 -5.726  -0.0002
H19 0.178 0.100 -6.077  0.0002
H20 1.131 1.964 -3.045  0.0013
H21 0.901 2.097 -4.789  0.0001
H22 2.426 1.446 -4.146  0.0003
H23 0.423 3.456 1.375  0.0007
H24 -0.512 3.493 2.878  0.0001
H25 -0.959 2.375 1.557  -0.0055
H26 0.988 0.544 4.277  0.0012
H27 -0.689 0.931 3.852  -0.0011
H28 0.310 2.119 4.718  0.0003
C17 -1.521 -3.896 4.584  0.0017
C18 -0.932 -4.476 3.296  -0.0034
N7 -0.149 -3.477 2.589  0.0095
C19 1.258 -3.434 2.954  0.0021
C20 2.107 -4.216 1.956  -0.0002
C21 -0.680 -2.638 1.672  -0.0131
C22 -2.114 -2.840 1.270  0.0161
N8 -0.023 -1.676 1.098  -0.1102
H29 -2.102 -4.649 5.112  -0.0003
H30 -2.172 -3.051 4.372  0.0002
H31 -0.727 -3.545 5.241  -0.0001
H32 -1.725 -4.873 2.660  0.0012
H33 -0.263 -5.306 3.540  -0.0003
H34 1.351 -3.876 3.947  0.0001
H35 1.601 -2.400 3.041  -0.0020
H36 1.767 -5.246 1.913  0.0001
H37 3.150 -4.211 2.253  -0.0002
H38 2.029 -3.792 0.959  0.0004
H39 -2.236 -3.802 0.774  -0.0003
H40 -2.404 -2.051 0.577  0.0330
H41 -2.780 -2.818 2.127  -0.0050
H42 0.950 -1.639 1.386  0.0368
C23 -2.794 0.434 1.544  0.0549
Si1 -3.292 1.037 -0.226  -0.0317
C24 -4.532 2.441 0.105  0.0044
C25 -4.234 -0.379 -1.122  0.0303
N9 -1.743 1.400 -0.893  -0.1688
C26 -1.446 2.581 -1.520  0.0171
C27 -2.417 3.303 -2.228  0.0156
C28 -2.139 4.539 -2.769  -0.0059
C29 -0.871 5.086 -2.659  0.0132
C30 0.116 4.370 -2.000  -0.0035
C31 -0.163 3.142 -1.436  0.1000
H43 -3.424 -0.370 1.908  0.0088
H44 -2.883 1.255 2.252  0.0102
H45 -1.740 0.098 1.546  -0.0179
H46 -5.149 2.206 0.968  -0.0003
H47 -5.200 2.609 -0.732  -0.0002
H48 -4.013 3.371 0.310  -0.0004
H49 -5.008 -0.790 -0.482  0.0000
H50 -3.597 -1.204 -1.428  -0.0065
H51 -4.727 0.003 -2.011  0.0033
H52 -3.400 2.878 -2.336  0.0001
H53 -2.928 5.085 -3.263  -0.0007
H54 -0.657 6.058 -3.072  0.0010
H55 1.111 4.785 -1.903  -0.0002
H56 0.604 2.622 -0.884  0.0011

HOMO-LUMO gap (alpha / beta) (hartree): 0.2679 / 0.2799
2S+1: 5
Energy above the lowest of the compared OMol25 structures with the same formula, charge and spin (kcal/mol): 16.56
Charge: +1
LUMO (alpha / beta) (eV): -1.7 / -1.7

ORCA calculation (ωB97M-V with the def2-TZVPD basis set) on the ion C6H12NO with charge +1.

Last column: Mulliken charge in e.
CARTESIAN COORDINATES (ANGSTROEM)
C1 2.711 0.488 -0.096  -1.1599
C2 1.441 -0.325 0.503  -0.8956
C3 0.239 0.111 -0.345  0.1178
O1 0.060 1.507 -0.504  -0.2518
C4 -1.155 1.777 -0.069  -0.2280
C5 -1.793 0.760 0.512  -0.4112
N1 -0.956 -0.471 0.313  0.0462
C6 -1.879 -1.379 -0.458  -0.9693
H1 2.861 -0.007 -0.998  0.3725
H2 3.573 0.185 0.629  0.3525
H3 2.605 1.626 -0.211  0.3062
H4 1.502 0.085 1.575  0.4258
H5 1.694 -1.325 0.574  0.5318
H6 0.170 -0.432 -1.413  0.1995
H7 -1.420 2.836 -0.178  0.4167
H8 -2.762 0.539 0.998  0.4869
H9 -0.579 -1.010 1.217  0.4591
H10 -1.726 -1.383 -1.471  0.3859
H11 -1.693 -2.411 -0.174  0.3985
H12 -2.892 -1.173 -0.406  0.4165

HOMO-LUMO gap (hartree): 0.3994
Energy above the lowest of the compared OMol25 structures with the same formula, charge and spin (kcal/mol): 56.85
Charge: +1
LUMO (eV): -3.1

ORCA calculation (ωB97M-V with the def2-TZVPD basis set) on a structure of composition C19H22BrCaN7O2S3Sb.

Last column: Mulliken spin population.
CARTESIAN COORDINATES (ANGSTROEM)
Ca1 11.757 8.021 8.918  0.0322
S1 17.137 7.325 7.794  0.2629
Sb1 14.903 6.606 7.133  0.3566
S2 13.876 5.233 8.861  0.1840
S3 13.079 8.041 6.572  0.1514
Br1 9.890 5.293 7.656  -0.0005
C1 8.578 5.404 9.069  0.0004
C2 7.364 4.778 8.893  -0.0002
C3 6.476 4.723 9.955  0.0002
C4 6.751 5.361 11.133  -0.0002
C5 7.986 6.060 11.352  0.0003
C6 8.278 6.676 12.571  -0.0002
C7 9.551 7.127 12.858  0.0020
C8 10.489 7.042 11.826  -0.0031
C9 10.179 6.695 10.491  -0.0025
C10 8.946 6.092 10.277  0.0062
H1 7.096 4.407 7.890  0.0000
H2 5.489 4.336 9.724  0.0000
H3 6.040 5.329 11.976  0.0000
H4 7.419 6.753 13.253  0.0000
H5 9.808 7.616 13.759  -0.0001
H6 11.512 7.308 12.032  0.0011
C11 15.939 7.393 12.074  0.0006
N1 15.629 8.784 11.604  -0.0010
C12 16.788 9.285 10.929  -0.0162
C13 14.421 8.943 10.966  0.0058
N2 13.525 8.078 10.600  -0.0305
N3 14.150 10.294 10.751  0.0022
C14 13.077 10.885 10.059  -0.0035
N4 13.144 12.241 9.937  0.0004
N5 12.123 10.208 9.551  0.0063
H7 16.865 7.366 12.651  -0.0004
H8 15.926 6.617 11.306  0.0020
H9 15.073 7.150 12.779  0.0012
H10 17.026 8.701 10.018  0.0300
H11 17.636 9.165 11.617  0.0010
H12 16.681 10.354 10.653  -0.0021
H13 13.917 7.114 10.463  0.0250
H14 14.926 10.894 10.999  0.0000
H15 13.644 12.872 10.560  0.0000
H16 12.397 12.667 9.336  -0.0003
H17 11.457 10.804 8.927  -0.0108
C15 8.580 9.137 5.423  0.0001
N6 9.155 10.228 6.168  -0.0004
C16 9.060 11.448 5.562  0.0015
C17 9.780 12.512 6.002  -0.0007
C18 10.507 12.362 7.236  0.0035
O1 11.041 13.331 7.834  0.0000
N7 10.486 11.144 7.804  0.0020
C19 9.851 10.071 7.356  -0.0043
O2 9.895 8.936 7.920  -0.0014
H18 8.157 9.547 4.474  0.0001
H19 7.779 8.624 6.005  0.0000
H20 9.307 8.388 5.174  -0.0004
H21 8.315 11.368 4.714  -0.0001
H22 9.686 13.479 5.551  0.0000

HOMO-LUMO gap (alpha / beta) (hartree): 0.2124 / 0.2173
2S+1: 2
Energy above the lowest of the compared OMol25 structures with the same formula, charge and spin (kcal/mol): 0.00
Charge: -2
LUMO (alpha / beta) (eV): 4.5 / 4.1

ORCA calculation (ωB97M-V with the def2-TZVPD basis set) on a cluster of 2 separate species, C2H3N3OS in total.

Last column: Mulliken charge in e.
CARTESIAN COORDINATES (ANGSTROEM)
C1 0.541 -0.184 0.338  0.4675
C2 -1.266 0.884 -0.421  0.4414
H1 1.226 -2.853 0.367  0.1731
H2 -2.571 1.863 0.484  0.2873
H3 -1.057 -0.380 -2.100  0.2607
N1 -0.579 0.487 0.798  -0.4294
N2 -2.294 1.708 -0.586  -0.6110
N3 -0.587 0.254 -1.537  -0.1586
O1 0.496 -0.518 -1.049  -0.2010
S1 1.688 -0.989 1.213  -0.2300

HOMO-LUMO gap (hartree): 0.2394
Energy above the lowest of the compared OMol25 structures with the same formula, charge and spin (kcal/mol): 118.09
Charge: 0
LUMO (eV): -2.7

Here are the calculated F_max numbers, same order: 2.24; 0.47; 1.09; 6.26; 2.87; 6.44 (eV Å⁻¹).